1.
Density functional theory data (the ωB97M-V functional and the def2-TZVPD basis) for a gas-phase ion, C3H4N3O2 (charge -1) at a distorted geometry.

2S+1 = 3
highest occupied orbital energy (alpha / beta) = -1.815 / -4.454 eV
electronic energy = -11737.6501 eV
LUMO level (alpha / beta) = 3.89 / 2.97 eV
<S²> = 2.01
charge = -1
energy relative to the best compared isomer or geometry (same formula, charge and spin) = 0.0 kcal/mol

```
12
Properties=species:S:1:pos:R:3:forces:R:3
C -1.08433 1.11536 0.37989 -1.44 -1.47 -0.52
C 2.12441 -0.26021 0.04213 -0.80 -0.06 -1.56
C -1.37616 -0.23948 -0.32674 -0.30 1.75 0.38
N 0.06284 1.55834 0.36915 -0.79 3.28 1.59
N -0.08209 -0.81710 -0.45219 0.60 -0.97 0.09
N 0.84136 0.10588 -0.70501 2.39 -3.03 -0.40
O 3.11125 0.35584 -0.31555 0.75 0.68 -0.17
O 1.96729 -1.16050 0.87723 -0.13 -0.64 0.97
H -1.94110 1.60201 0.83944 -0.32 0.52 0.46
H -2.06449 -0.88753 0.22312 0.10 0.14 0.01
H -1.79891 0.00325 -1.31008 -0.15 -0.28 -0.06
H 0.23991 -1.37587 0.37860 0.10 0.09 -0.79
```
Forces are in eV/Å.

***

2.
Density functional theory data (the ωB97M-V functional and the def2-TZVPD basis) for a molecular structure, C35H32N2O3Tl.

highest occupied orbital energy = -10.642 eV
electronic energy = -50625.4311 eV
LUMO level = -3.86 eV
charge = +1
energy relative to the best compared isomer or geometry (same formula, charge and spin) = 0.0 kcal/mol

```
73
Properties=species:S:1:pos:R:3:forces:R:3
Tl 0.29981 -1.83126 -1.66723 -0.02 -0.08 -0.13
O 1.78072 -0.26398 -1.12353 0.00 0.10 -0.07
C 2.79336 -0.41304 -0.20026 0.06 0.09 -0.03
C 2.36509 -1.44366 0.89555 0.00 0.08 0.01
C 1.08392 -1.13352 1.61540 0.02 -0.02 -0.02
C 1.09324 -0.76706 2.96173 -0.03 0.00 0.01
C -0.10009 -0.57443 3.62479 0.04 0.01 0.03
C -1.28568 -0.70923 2.91985 0.02 -0.06 -0.06
C -1.22613 -1.01940 1.56937 -0.06 0.00 0.00
C -2.49904 -1.23269 0.76716 -0.16 0.06 0.10
C -3.05153 -0.14174 -0.12443 0.16 -0.13 0.04
O -3.62298 -0.48529 -1.24155 -0.25 -0.27 0.19
C -4.13618 -1.80931 -1.43301 0.31 0.22 0.18
C -3.52539 -2.65618 -2.32919 -0.06 0.03 -0.02
C -4.08012 -3.91922 -2.49582 0.04 -0.02 -0.04
C -5.20599 -4.29627 -1.77853 -0.01 -0.01 -0.01
C -5.80330 -3.40931 -0.89258 0.03 0.03 0.00
C -5.26617 -2.14285 -0.71128 -0.03 -0.07 -0.10
C -3.38325 1.20932 0.30487 0.05 0.22 0.06
C -3.24326 1.60721 1.63400 -0.03 -0.03 -0.02
C -3.61671 2.88338 2.02053 0.00 0.02 -0.02
C -4.11170 3.77301 1.07987 -0.01 0.03 0.00
C -4.25346 3.38633 -0.24997 0.01 0.01 0.05
C -3.90198 2.10978 -0.63435 0.05 -0.07 -0.10
N -0.07054 -1.26616 0.94583 0.04 0.01 0.23
C 4.07550 -0.98282 -0.83908 0.02 0.01 0.02
C 5.23217 -1.17290 -0.08476 -0.01 0.00 0.00
C 6.37367 -1.70963 -0.65717 0.01 0.00 0.01
C 6.38087 -2.06109 -2.00093 0.00 0.00 -0.01
C 5.24187 -1.86088 -2.76282 0.01 0.00 0.02
C 4.09787 -1.32250 -2.18428 0.00 0.03 -0.03
C 3.13780 0.97433 0.38248 -0.06 -0.14 -0.05
C 3.50822 1.20307 1.70005 -0.02 0.03 0.04
C 3.78767 2.48848 2.16015 -0.01 -0.06 0.02
C 3.71921 3.56619 1.29733 -0.01 0.03 -0.06
C 3.38983 3.34566 -0.03813 0.01 0.05 0.03
C 3.10510 2.06713 -0.48605 0.01 -0.03 0.02
H 3.16401 -1.59010 1.62111 -0.02 -0.02 0.03
H 2.25198 -2.39915 0.37448 0.02 -0.01 0.00
H 2.03148 -0.68090 3.48892 0.01 0.00 0.00
H -0.11255 -0.33993 4.68113 0.00 0.00 0.00
H -2.23754 -0.61256 3.42519 0.02 -0.03 0.00
H -3.30531 -1.46280 1.47294 -0.05 -0.04 -0.06
H -2.36677 -2.12157 0.15416 0.01 -0.03 -0.07
H -2.64996 -2.34188 -2.87861 0.02 0.02 0.00
H -3.62423 -4.60872 -3.19321 0.00 0.00 0.00
H -5.62686 -5.28236 -1.91891 0.00 0.00 0.00
H -6.69153 -3.69612 -0.34656 0.00 -0.01 0.00
H -5.72814 -1.42229 -0.04849 0.02 0.00 0.02
H -2.86552 0.92026 2.37227 -0.04 0.08 -0.03
H -3.52128 3.18404 3.05479 0.00 -0.01 0.00
H -4.39505 4.77251 1.38249 0.00 0.00 0.00
H -4.64514 4.08301 -0.97815 0.00 -0.01 -0.01
H -4.00658 1.79324 -1.66331 -0.02 0.06 0.01
H 5.25225 -0.88266 0.95983 0.01 0.00 -0.01
H 7.26325 -1.84789 -0.05613 0.00 0.00 0.00
H 7.27302 -2.47712 -2.45009 0.00 0.00 0.00
H 5.24152 -2.11624 -3.81496 0.00 0.00 0.00
H 3.22162 -1.13413 -2.78929 -0.03 -0.01 0.02
H 3.60062 0.37888 2.39317 0.00 -0.02 0.03
H 4.06699 2.63846 3.19556 0.01 -0.01 -0.01
H 3.94372 4.56456 1.64904 -0.01 0.00 -0.01
H 3.37496 4.17580 -0.73419 -0.01 0.00 0.00
H 2.86291 1.89480 -1.52496 -0.01 -0.03 -0.02
C 0.05686 2.12893 -2.13734 -0.01 0.07 0.05
C -0.46272 1.41129 -0.93147 0.23 0.10 0.10
N -0.12689 1.89658 0.26311 -0.06 -0.03 -0.06
O -1.21217 0.42059 -1.06651 -0.15 -0.04 -0.24
H 0.50007 3.08735 -1.87370 -0.01 0.01 -0.03
H -0.76016 2.27661 -2.84074 0.01 -0.02 -0.03
H 0.82621 1.50528 -2.59180 -0.04 -0.06 0.00
H 0.63854 2.55252 0.32308 -0.01 0.01 0.00
H -0.31401 1.34223 1.08313 -0.02 -0.02 0.03
```
Forces are in eV/Å.

***

3.
Density functional theory data (the ωB97M-V functional and the def2-TZVPD basis) for a molecular structure, C29H20BrCl3F3N3O3PtS2.

highest occupied orbital energy (alpha / beta) = -7.895 / -7.895 eV
electronic energy = -181690.8826 eV
LUMO level (alpha / beta) = -0.54 / -0.54 eV
charge = 0
energy relative to the best compared isomer or geometry (same formula, charge and spin) = 21.7 kcal/mol

```
65
Properties=species:S:1:pos:R:3:forces:R:3
Pt -1.44757 -1.64366 -1.66609 0.23 0.64 0.61
F 1.40355 -3.32358 2.61245 0.08 0.11 -0.02
C 2.06641 -2.26772 2.12468 -0.02 0.03 0.06
F 1.62404 -1.17146 2.77366 0.07 -0.15 -0.06
F 3.36581 -2.42524 2.45880 -0.10 0.05 0.02
C 1.90637 -2.12848 0.63682 -0.05 0.06 -0.02
C 3.00230 -2.13297 -0.19447 0.01 -0.05 -0.02
C 2.84736 -1.99568 -1.57504 -0.02 0.03 -0.02
C 1.57408 -1.84652 -2.07202 0.04 -0.02 0.01
N 0.51130 -1.82849 -1.26396 0.09 0.02 -0.06
C 0.61940 -1.97998 0.07840 -0.03 0.00 -0.01
S -0.91675 -1.96897 0.82508 -0.13 -0.29 0.02
H 3.98809 -2.26135 0.22965 0.01 0.01 0.00
H 3.69426 -2.00990 -2.24405 0.01 -0.01 0.01
H 1.37102 -1.73486 -3.12955 -0.02 -0.01 0.00
Br -0.32521 -5.98872 -1.28038 0.04 -0.02 0.00
C -2.12240 -5.44990 -1.03117 -0.10 0.02 0.02
C -3.01005 -6.25729 -0.34333 0.03 0.00 -0.01
C -4.31414 -5.81265 -0.16512 0.00 -0.04 0.02
C -4.71916 -4.58094 -0.65190 0.02 0.04 -0.02
C -3.82075 -3.76170 -1.32705 0.11 -0.13 -0.02
C -2.52472 -4.22795 -1.53564 -0.08 0.33 0.09
C -4.30374 -2.40151 -1.78179 0.12 0.19 -0.09
O -5.48634 -2.20468 -1.95699 0.00 -0.09 0.06
O -3.41144 -1.45268 -1.96174 0.04 -0.09 0.00
H -2.68851 -7.21186 0.04878 0.00 -0.01 0.00
H -5.01625 -6.43733 0.37104 0.00 0.00 0.00
H -5.73041 -4.22513 -0.51168 0.00 0.00 0.00
H -1.77956 -3.63609 -2.08500 -0.08 -0.21 -0.31
Cl -3.59257 2.51887 3.93585 0.03 0.00 -0.02
C -2.27846 2.74986 2.82745 -0.06 -0.01 0.04
C -1.46673 1.68265 2.48955 0.00 0.02 0.01
C -0.42271 1.90290 1.60806 -0.04 0.01 -0.02
C -0.17471 3.15158 1.04390 0.02 -0.07 0.01
C 0.96015 3.26148 0.05336 -0.01 0.05 0.07
C 0.47050 3.49012 -1.38499 -0.02 -0.03 0.02
N -0.44303 2.43125 -1.77925 -0.07 0.05 -0.14
C -1.81645 2.51293 -1.78583 0.05 -0.01 0.00
C -2.27649 1.26744 -2.07293 0.00 0.04 -0.07
N -1.19719 0.42764 -2.23378 -0.33 -0.34 -0.14
C -0.11653 1.15624 -2.04526 0.10 -0.03 0.00
O 1.85770 4.28984 0.41870 -0.11 0.03 -0.10
C 3.21807 3.99660 0.14345 0.03 -0.01 0.05
C 3.74514 2.85000 0.95773 0.07 -0.01 0.01
C 3.72817 2.79922 2.32159 -0.04 0.07 0.00
Cl 3.11328 3.99450 3.38399 0.01 0.00 -0.02
S 4.42508 1.36912 2.94659 -0.02 -0.07 0.03
C 4.76426 0.79970 1.37226 -0.02 0.00 -0.03
C 4.34959 1.67702 0.41826 -0.02 -0.02 0.03
C -1.02435 4.19544 1.40206 0.00 0.04 -0.03
Cl -0.84092 5.79460 0.73352 0.04 -0.05 0.00
C -2.06838 4.00928 2.29233 0.02 -0.01 -0.01
H -1.64336 0.69978 2.90216 0.00 -0.02 -0.01
H 0.21153 1.06617 1.34087 0.04 -0.04 0.00
H 1.47021 2.29046 0.08607 0.05 0.03 -0.05
H 1.31755 3.52216 -2.07147 -0.01 -0.04 0.00
H -0.06303 4.43320 -1.46351 0.04 0.04 0.04
H -2.32522 3.43678 -1.57436 -0.02 0.01 -0.01
H -3.28196 0.89656 -2.16463 -0.01 -0.03 0.02
H 0.90093 0.80357 -2.09036 -0.01 0.00 0.04
H 3.75769 4.91542 0.37528 -0.02 -0.01 0.01
H 3.37173 3.78278 -0.92131 -0.01 0.00 0.00
H 5.25337 -0.15045 1.23742 0.01 -0.02 0.00
H 4.47135 1.50707 -0.64295 0.01 0.00 -0.01
H -2.71120 4.83551 2.55781 0.00 0.00 0.00
```
Forces are in eV/Å.

***

4.
Density functional theory data (the ωB97M-V functional and the def2-TZVPD basis) for a molecular structure, C30H32CsF5N3O3SbSe at a distorted geometry.

highest occupied orbital energy = -1.710 eV
electronic energy = -128261.8067 eV
LUMO level = 3.52 eV
charge = -2
energy relative to the best compared isomer or geometry (same formula, charge and spin) = 50.6 kcal/mol

```
76
Properties=species:S:1:pos:R:3:forces:R:3
Cs -0.92658 1.60799 0.99526 0.78 -0.08 -0.40
O -4.18264 1.99874 3.65745 0.01 -0.17 -0.07
C -3.02400 1.73348 3.30309 -0.28 0.13 0.47
O -2.14833 2.49245 2.82055 -1.74 1.09 2.41
C -2.55433 0.28717 3.53741 -0.24 0.11 0.29
C -2.43152 -0.16179 4.85282 0.04 -0.06 0.01
C -1.92753 -1.42475 5.08969 -0.02 0.01 -0.05
C -1.59364 -2.22647 4.00444 -0.05 0.04 0.03
C -1.79986 -1.71620 2.73656 -0.05 -0.18 0.00
N -2.25764 -0.48823 2.49289 -0.21 -0.15 0.22
H -2.72495 0.49831 5.65772 0.02 0.00 0.00
H -1.79285 -1.79195 6.09999 0.02 0.04 0.01
H -1.18265 -3.21683 4.14457 0.01 -0.01 -0.05
H -1.59621 -2.32433 1.86014 0.05 0.01 0.02
O 0.60743 1.18493 -0.83147 1.84 -0.22 -2.18
C 1.18375 1.76886 -1.81012 0.19 0.03 0.00
C 2.50901 1.43243 -2.21794 0.06 -0.08 -0.02
C 3.13421 2.04880 -3.27549 -0.06 0.00 0.03
C 2.49179 3.05491 -4.00396 0.10 0.06 -0.11
C 1.21442 3.42589 -3.62835 -0.04 -0.03 0.04
C 0.55520 2.81943 -2.55737 0.15 -0.07 -0.02
C -0.79566 3.24870 -2.21210 -0.18 0.15 -0.06
N -1.80920 2.50387 -1.82053 -0.02 0.01 -0.22
C -2.89020 3.33598 -1.70288 -0.02 0.13 -0.06
C -2.53706 4.61398 -2.01373 -0.11 0.03 -0.09
N -1.20136 4.54878 -2.34012 -0.07 -0.03 0.03
H 3.00622 0.65094 -1.65497 0.01 0.03 0.01
H 4.13915 1.74633 -3.55144 0.00 -0.01 0.01
H 2.98117 3.51917 -4.85138 -0.03 0.03 0.01
H 0.69033 4.18412 -4.20437 0.00 0.00 0.00
H -3.85833 2.95329 -1.42148 0.01 0.07 0.08
H -3.09844 5.53106 -2.06016 0.03 0.00 0.07
H -0.60435 5.32674 -2.55095 0.08 -0.03 -0.01
F 7.54767 1.73920 7.79781 0.06 0.03 0.03
C 6.64096 1.21025 6.94995 -0.08 -0.06 -0.07
C 6.67170 -0.13474 6.63125 0.06 0.04 0.05
F 7.63143 -0.91348 7.17349 0.05 -0.04 0.03
C 5.73335 -0.67013 5.77466 -0.27 0.29 -0.13
F 5.82741 -1.98134 5.51373 0.08 -0.12 0.05
C 4.70492 0.08877 5.18796 0.45 0.14 0.39
Se 3.42441 -0.66420 4.07567 -0.35 -0.20 -0.33
C 4.72388 1.45228 5.52808 0.05 -0.39 -0.06
F 3.80470 2.27735 5.01718 -0.05 0.15 0.02
C 5.65691 2.00012 6.38395 0.08 0.04 0.06
F 5.62702 3.31311 6.68662 -0.02 0.08 0.01
C -3.79367 -2.39375 -0.56473 0.04 0.07 -0.06
C -3.34821 -1.75449 -1.87758 0.31 0.03 -0.08
C -3.52818 -2.70339 -3.05819 -0.03 0.12 0.07
Sb -1.37923 -0.73743 -1.48113 -0.44 -1.07 -0.66
C -0.72362 -0.47588 -3.57641 -0.12 -0.04 0.21
C -0.30811 -1.72702 -4.34473 0.03 0.09 0.06
C -1.77450 0.30541 -4.36249 0.04 -0.03 0.08
C -0.12468 -2.50365 -0.96856 -0.15 0.17 -0.11
C -0.38121 -3.84072 -1.65714 -0.01 0.05 0.13
C 1.33931 -2.08056 -1.06700 -0.03 0.04 0.09
H -4.82719 -2.75756 -0.62981 0.00 -0.01 0.03
H -3.73769 -1.67528 0.25736 -0.01 -0.07 0.05
H -3.16274 -3.25044 -0.30665 -0.01 0.00 0.02
H -3.98702 -0.87989 -2.05343 0.02 0.00 0.00
H -2.90372 -3.59322 -2.96403 -0.01 0.01 -0.06
H -3.28173 -2.21016 -3.99943 0.00 -0.12 -0.02
H -4.57252 -3.04106 -3.12581 0.01 -0.03 0.00
H 0.15637 0.15688 -3.44869 0.01 0.05 -0.10
H -1.08410 -2.49425 -4.33708 0.05 -0.01 -0.02
H 0.61006 -2.15507 -3.94260 -0.06 -0.07 -0.02
H -0.11425 -1.46285 -5.39258 0.02 -0.02 -0.01
H -2.70401 -0.26236 -4.46784 0.03 0.03 -0.03
H -1.40501 0.52796 -5.37125 -0.01 0.00 0.00
H -2.00950 1.24372 -3.86856 -0.07 0.10 0.01
H -0.35677 -2.63429 0.09353 0.00 0.04 0.00
H -0.08973 -3.81959 -2.70722 -0.06 -0.03 0.01
H -1.43159 -4.12795 -1.59375 0.04 -0.06 -0.03
H 0.20617 -4.62908 -1.16829 0.02 0.00 -0.03
H 1.63536 -1.90754 -2.10539 0.02 0.00 0.02
H 2.00125 -2.84908 -0.65175 0.00 -0.01 -0.02
H 1.51078 -1.15045 -0.52294 0.07 -0.01 -0.02
```
Forces are in eV/Å.